<P>
Here is a structure of composition C39H48Li2O19S from the OMol25 dataset. Energies are from ωB97M-V with the def2-TZVPD basis set.

Calculated values
Net charge = 0

```
109
Properties=species:S:1:pos:R:3:mulliken_charge:R:1
Li -26.722 0.973 -5.850 0.652
Li -22.709 -0.799 -9.404 0.801
S -25.509 -1.285 -7.657 1.132
O -25.513 -2.616 -7.072 -1.005
O -26.462 -1.217 -8.801 -0.837
O -25.755 -0.420 -6.602 -0.284
O -24.214 -0.891 -8.163 -0.200
C -28.389 -0.372 -4.224 -0.187
O -27.868 0.840 -3.974 -0.535
H -27.809 -1.116 -4.748 -0.026
H -29.466 -0.263 -4.601 0.218
H -28.464 -1.133 -3.359 0.263
H -28.421 1.413 -3.232 0.312
C -20.801 -3.354 -9.429 -0.723
O -21.987 -2.691 -9.021 -0.277
H -19.871 -2.787 -8.806 0.175
H -20.526 -3.209 -10.409 0.370
H -20.944 -4.420 -9.178 0.237
H -22.498 -3.246 -8.407 0.059
C -24.858 3.125 -4.241 -0.879
O -24.988 1.920 -4.925 -0.223
H -25.661 3.039 -3.499 0.264
H -24.808 3.903 -4.945 0.274
H -24.078 2.886 -3.614 0.377
H -24.153 1.356 -4.775 0.174
C -23.201 -6.440 -6.157 -0.353
C -22.664 -7.706 -5.954 -0.629
C -21.219 -7.883 -5.857 0.801
C -20.366 -6.851 -6.140 -0.648
C -20.819 -5.582 -6.401 -0.333
C -22.229 -5.431 -6.503 0.483
O -22.799 -4.197 -6.772 0.434
O -20.657 -9.144 -5.687 -0.603
H -24.217 -5.889 -6.072 0.022
H -23.381 -8.601 -5.822 0.165
H -19.348 -6.955 -6.216 0.507
H -20.243 -4.589 -6.437 0.285
H -23.590 -3.964 -6.501 -0.336
H -21.306 -9.973 -5.686 0.333
C -31.504 -2.480 -6.735 -0.917
C -30.902 -1.331 -7.162 -0.590
C -29.638 -1.505 -7.963 -0.117
C -29.240 -2.762 -8.254 0.581
C -29.943 -3.910 -7.993 -0.834
C -31.016 -3.752 -7.180 0.887
O -31.798 -4.845 -6.987 -0.601
O -28.897 -0.340 -8.144 -0.704
H -32.388 -2.253 -6.168 0.413
H -31.176 -0.366 -6.756 0.525
H -28.376 -2.941 -8.963 0.241
H -29.723 -4.874 -8.398 0.456
H -31.242 -5.598 -6.976 0.294
H -27.953 -0.665 -8.333 0.279
C -27.494 -7.431 -10.009 -0.788
C -27.558 -6.727 -8.795 -0.218
C -26.675 -5.636 -8.538 0.291
C -25.785 -5.320 -9.549 0.416
C -25.613 -6.005 -10.697 -0.983
C -26.542 -7.079 -10.903 0.792
O -26.668 -7.667 -12.131 -0.582
O -26.890 -5.003 -7.384 -0.601
H -27.981 -8.339 -10.135 0.486
H -28.385 -6.883 -7.983 0.207
H -25.223 -4.244 -9.422 0.042
H -24.881 -5.765 -11.422 0.453
H -26.316 -7.234 -12.911 0.305
H -26.303 -4.166 -7.369 0.071
C -25.313 -4.449 -3.003 -0.369
C -24.256 -4.590 -2.126 -0.189
C -23.174 -3.659 -2.112 -0.272
C -23.218 -2.725 -3.179 -0.180
C -24.203 -2.530 -4.067 0.136
C -25.263 -3.517 -3.962 -0.187
O -26.249 -3.433 -4.910 -0.659
O -22.250 -3.610 -1.086 -0.538
H -26.120 -5.186 -3.083 0.413
H -24.462 -5.428 -1.378 0.272
H -22.336 -2.060 -3.236 0.322
H -24.081 -1.758 -4.797 0.539
H -26.047 -3.267 -5.818 0.067
H -21.493 -3.960 -1.148 0.259
C -20.551 -0.731 -4.734 -0.990
C -21.656 -0.572 -5.557 1.158
C -21.979 0.720 -5.988 -0.432
C -21.130 1.764 -5.563 -0.613
C -19.988 1.651 -4.721 -0.773
C -19.663 0.354 -4.429 0.277
O -18.519 0.102 -3.646 -0.511
O -23.030 0.951 -6.854 -0.641
H -20.185 -1.726 -4.642 0.516
H -22.169 -1.498 -6.088 0.287
H -21.408 2.583 -6.054 0.711
H -19.369 2.650 -4.679 0.239
H -18.053 0.605 -3.136 0.261
H -23.644 0.120 -6.934 0.428
C -29.559 -0.719 -12.608 -0.417
C -28.588 -0.596 -11.629 -0.320
C -27.495 0.267 -11.829 0.458
C -27.438 1.058 -12.946 -0.941
C -28.449 0.913 -13.920 -0.218
C -29.579 0.045 -13.787 0.372
O -30.627 0.171 -14.555 -0.486
O -26.456 0.183 -10.894 -0.405
H -30.340 -1.439 -12.792 0.356
H -28.835 -1.143 -10.770 0.481
H -26.492 1.732 -13.142 0.214
H -28.498 1.426 -14.864 0.253
H -30.140 0.520 -15.276 0.289
H -26.467 -0.288 -10.115 0.765
```

***

<Q>
Here is a structure of composition C39H48Li2O19S from the OMol25 dataset. Energies are from ωB97M-V with the def2-TZVPD basis set.

Calculated values
Net charge = 0

```
109
Properties=species:S:1:pos:R:3:mulliken_charge:R:1
Li 1.374 0.410 2.748 0.761
Li 0.739 1.560 -3.006 0.750
S -0.067 0.457 0.006 0.631
O 0.698 0.921 1.077 -1.012
O -0.026 -0.952 0.145 -0.907
O -1.373 0.891 0.037 -0.489
O 0.528 0.886 -1.205 -0.585
C 3.559 -0.092 1.419 -0.344
O 3.321 0.407 2.688 -0.428
H 4.493 -0.729 1.565 0.406
H 3.641 0.583 0.576 0.599
H 2.774 -0.275 0.953 -0.273
H 4.041 0.789 2.969 0.196
C -1.165 -0.358 -3.677 -0.606
O 0.077 -0.181 -4.191 -0.480
H -1.372 0.323 -2.649 -0.156
H -1.541 -1.279 -3.243 0.238
H -1.623 -0.297 -4.481 0.909
H 0.345 -0.766 -4.836 0.226
C -1.458 3.651 -4.067 -0.633
O -0.892 2.762 -3.094 -0.187
H -2.625 3.544 -3.879 0.211
H -0.962 3.026 -5.063 0.200
H -1.231 4.709 -3.728 0.224
H -1.505 2.780 -2.283 0.112
C 0.098 -4.237 -2.298 -1.319
C 0.573 -5.524 -2.690 -0.488
C 0.139 -6.692 -2.116 0.757
C -0.884 -6.618 -1.183 -0.275
C -1.399 -5.388 -0.708 -1.016
C -0.864 -4.194 -1.306 0.374
O -1.200 -3.071 -0.639 -0.212
O 0.580 -7.925 -2.522 -0.572
H 0.455 -3.443 -2.635 1.410
H 1.328 -5.558 -3.496 0.333
H -1.203 -7.602 -0.666 0.099
H -2.179 -5.347 0.009 0.475
H -0.539 -2.415 -0.380 0.291
H -0.036 -8.603 -2.190 0.298
C 5.711 -0.706 -3.638 -0.442
C 4.420 -1.329 -3.499 -0.769
C 3.505 -0.638 -2.612 0.572
C 3.820 0.630 -2.022 -0.675
C 5.180 1.149 -2.243 -0.584
C 6.074 0.492 -3.087 0.503
O 7.285 1.032 -3.366 -0.557
O 2.286 -1.176 -2.408 -0.158
H 6.186 -1.338 -4.393 0.312
H 4.243 -2.270 -4.038 0.418
H 3.207 1.212 -1.384 0.930
H 5.454 2.137 -1.678 0.229
H 7.386 1.908 -3.457 0.296
H 1.694 -0.470 -1.861 0.149
C -4.287 0.251 3.747 -1.135
C -4.784 -0.972 4.307 -0.362
C -4.427 -2.210 3.729 1.200
C -3.624 -2.321 2.658 -0.476
C -3.092 -1.242 2.115 -0.264
C -3.471 0.111 2.519 -0.046
O -2.998 1.090 1.864 -0.394
O -4.977 -3.288 4.451 -0.645
H -4.824 1.081 3.992 0.505
H -5.303 -0.946 5.323 0.292
H -3.341 -3.227 2.027 -0.018
H -2.576 -1.329 1.229 0.567
H -2.554 1.068 1.101 0.564
H -4.911 -4.162 3.804 0.321
C -5.260 3.386 -1.693 -0.738
C -3.972 2.897 -1.312 -0.923
C -3.077 3.876 -0.845 0.348
C -3.291 5.145 -0.679 -1.293
C -4.589 5.598 -0.888 -0.667
C -5.609 4.685 -1.409 0.756
O -6.870 5.092 -1.722 -0.598
O -1.778 3.477 -0.516 -0.462
H -5.984 2.784 -2.201 0.290
H -3.707 1.970 -1.517 1.241
H -2.757 5.841 -0.378 1.062
H -4.832 6.600 -0.733 0.488
H -7.546 4.363 -1.888 0.327
H -1.747 2.686 -0.014 0.175
C 1.918 6.255 2.660 -0.671
C 2.466 5.232 2.003 -0.622
C 1.703 4.039 1.667 -0.128
C 0.374 4.040 1.945 0.379
C -0.316 5.193 2.665 -0.919
C 0.552 6.171 2.968 1.029
O -0.029 7.216 3.682 -0.499
O 2.312 2.925 1.037 -0.491
H 2.433 7.182 3.185 0.120
H 3.486 5.334 1.606 0.364
H -0.186 3.191 1.685 0.504
H -1.288 5.269 3.213 0.379
H 0.656 7.684 4.012 0.252
H 1.758 2.170 1.110 0.402
C 1.914 -3.477 3.854 -0.530
C 2.275 -4.774 4.118 -0.861
C 2.581 -5.626 2.958 0.782
C 2.291 -5.163 1.659 -0.930
C 1.875 -3.859 1.492 0.249
C 1.597 -3.021 2.530 0.247
O 1.125 -1.786 2.356 -0.150
O 3.321 -6.761 3.172 -0.584
H 1.863 -2.808 4.752 0.275
H 2.362 -5.034 5.085 0.558
H 2.622 -5.829 0.923 0.393
H 1.639 -3.633 0.406 0.248
H 0.695 -1.723 1.450 -0.009
H 3.077 -7.508 2.413 0.359
```

***

Quick one: least stable of them? <Q>